(1)
{
  "formula": "C4H6",
  "method": "ωB97M-V/def2-TZVPD",
  "homo_ev": 2.60,
  "relative_energy_kcal_mol": 0.0,
  "energy_ha": -155.70505,
  "gap_ev": 4.9155,
  "spin_multiplicity": 1,
  "charge": -2,
  "species": ["C", "C", "C", "C", "H", "H", "H", "H", "H", "H"],
  "positions_angstrom": [[-0.188180, -0.762166, 0.879851], [-0.039995, 0.496535, 1.376711], [-1.432119, -1.537513, 0.673297], [-2.696328, -1.065843, 0.650184], [0.707495, -1.330002, 0.568316], [-3.542549, -1.739728, 0.496904], [-1.306184, -2.627994, 0.619659], [-3.868307, 0.572429, 2.883529], [-2.899727, 0.007511, 0.587325], [-1.040686, 0.889902, 1.678048]],
  "forces_ev_per_angstrom": [[0.1550, 0.3613, -0.0892], [-0.1078, -0.2485, -0.1131], [-0.6225, 0.1610, 0.3226], [0.5306, 0.0798, -1.0157], [-0.0342, -0.0213, 0.0297], [0.1681, 0.1502, 0.2903], [0.0122, 0.0429, 0.0045], [-0.3995, 0.1411, 0.1532], [-0.0015, -0.5047, 0.4960], [0.2996, -0.1619, -0.0782]],
  "lowdin_charge": [-0.465, -0.254, -0.315, -0.230, -0.013, -0.009, 0.040, -0.582, -0.052, -0.121]
}


(2)
{
  "formula": "C6H11N",
  "method": "ωB97M-V/def2-TZVPD",
  "smiles": "C/C=C/C(C)=C/N",
  "homo_ev": -7.61,
  "relative_energy_kcal_mol": 40.0,
  "energy_ha": -289.90795,
  "gap_ev": 8.6504,
  "spin_multiplicity": 1,
  "species": ["N", "C", "C", "C", "C", "C", "C", "H", "H", "H", "H", "H", "H", "H", "H", "H", "H", "H"],
  "positions_angstrom": [[-2.850633, -0.891836, 0.083257], [0.781796, 0.183605, 0.009258], [-0.475836, -0.497539, -0.368302], [-0.366462, -1.485239, -1.498824], [-1.620637, -0.207558, 0.274079], [0.902959, 1.311068, 0.716332], [2.262916, 1.815593, 1.139351], [0.128106, 2.063116, 0.601891], [-1.043510, -2.340159, -1.473743], [-3.193115, -1.389925, 0.894888], [0.609115, -1.978052, -1.403220], [-0.344354, -0.997328, -2.471351], [-2.654151, -1.608762, -0.613710], [2.968405, 1.329300, 0.456084], [2.375814, 2.891099, 1.166532], [2.582432, 1.388866, 2.094698], [-1.712832, 0.719610, 0.814554], [1.649986, -0.305858, -0.421774]],
  "forces_ev_per_angstrom": [[0.6552, -0.3087, -0.9723], [-0.8253, 0.1158, -0.4338], [-0.3325, 0.6266, -0.0115], [1.0253, -0.7772, 0.6846], [-0.3971, -0.3604, -0.5000], [0.8641, 0.8443, -1.2563], [0.1608, -1.3110, -0.1533], [-0.5094, -0.3249, 0.9817], [-0.3869, 0.3282, -0.1519], [0.0470, 0.3906, 0.2908], [0.0410, 0.0814, -0.1285], [-0.3537, 0.0299, -0.0639], [-0.5065, 0.0822, 0.1043], [0.2476, 0.5541, -0.1158], [-0.0007, 0.1306, -0.1193], [-0.3359, 0.3169, 0.2639], [0.2583, -0.1842, 0.8834], [0.3487, -0.2340, 0.6979]],
  "lowdin_charge": [0.032, -0.101, -0.296, -0.066, -0.157, -0.163, -0.111, 0.101, 0.067, 0.077, 0.072, 0.087, 0.051, 0.067, 0.063, 0.069, 0.103, 0.103]
}


(3)
{
  "formula": "C3H9N3O2",
  "method": "ωB97M-V/def2-TZVPD",
  "homo_ev": [-9.15, -9.15],
  "relative_energy_kcal_mol": 147.1,
  "energy_ha": -434.29170,
  "gap_ev": [9.3304, 9.3310],
  "spin_multiplicity": 1,
  "species": ["O", "O", "N", "N", "N", "C", "C", "C", "H", "H", "H", "H", "H", "H", "H", "H", "H"],
  "positions_angstrom": [[-2.014505, -0.909145, 0.305990], [-1.944818, 0.066860, -1.612972], [-0.998252, 1.742423, 1.203363], [0.251879, 1.267184, -1.084045], [-1.558760, -0.153091, -0.504349], [0.969438, -1.594296, -0.221335], [0.607867, -0.520278, 0.686381], [-0.305221, 0.520973, -0.107985], [-0.151929, 2.330967, 1.362013], [1.940989, -2.046274, 0.124838], [1.306773, 1.201515, -1.064102], [0.216904, -2.310977, -0.320614], [-0.919258, 1.078409, 1.976620], [1.533432, 0.005375, 0.943384], [0.031442, -0.849453, 1.511869], [1.234564, -1.311820, -1.167961], [-0.200546, 1.481624, -2.031103]],
  "forces_ev_per_angstrom": [[-1.0563, -0.6532, 0.4542], [-1.1179, 0.0258, -1.1940], [1.8017, -2.3772, -1.8413], [2.4213, 0.5535, -2.4726], [1.2492, 0.3704, 0.4190], [2.4242, -2.1100, 1.4512], [-0.5910, 3.2927, -1.4995], [-0.5530, 1.8701, 4.1910], [-0.6004, -0.4362, -0.4982], [-1.1356, -0.1783, -0.0310], [-1.9711, 0.3177, -0.4841], [-1.0697, -1.4144, -0.0043], [-0.4329, 0.1989, 0.2464], [-0.4290, 0.2367, 0.5036], [-0.1376, -0.2025, 0.9457], [0.4247, 1.2766, -2.5948], [0.7734, -0.7707, 2.4086]],
  "lowdin_charge": [0.094, 0.100, 0.052, 0.089, -0.384, -0.113, -0.188, -0.390, 0.024, 0.111, 0.131, 0.067, -0.004, 0.121, 0.094, 0.048, 0.149]
}


(4)
{
  "formula": "C10H11Cl3N2O2",
  "method": "ωB97M-V/def2-TZVPD",
  "smiles": "O=C(NCc1ccccc1)N[C@@H](O)C(Cl)(Cl)Cl",
  "homo_ev": -9.27,
  "energy_ha": -2028.27019,
  "gap_ev": 9.7714,
  "spin_multiplicity": 1,
  "species": ["Cl", "Cl", "Cl", "O", "O", "N", "N", "C", "C", "C", "C", "C", "C", "C", "C", "C", "C", "H", "H", "H", "H", "H", "H", "H", "H", "H", "H", "H"],
  "positions_angstrom": [[-3.222020, -0.105348, 1.791402], [-4.256828, -0.878199, -0.789614], [-2.862209, 1.637727, -0.484496], [0.459422, 0.583965, -1.571654], [-1.618522, -2.083053, 0.126619], [-0.512462, -0.091779, 0.367608], [1.523976, 0.963618, 0.396612], [6.072175, 0.012951, 0.774453], [-2.925289, -0.044895, 0.046377], [6.000285, -1.227232, 0.164661], [3.891217, 0.568650, -0.075056], [5.019721, 0.905405, 0.658498], [0.515496, 0.479429, -0.366921], [2.725863, 1.516974, -0.197050], [4.874357, -1.572072, -0.565435], [-1.584008, -0.756121, -0.289876], [3.826041, -0.678636, -0.685508], [2.948626, -0.938984, -1.259369], [-0.386916, -0.322997, 1.340080], [5.079198, 1.873334, 1.136201], [-1.411840, -0.650149, -1.375619], [6.948327, 0.286450, 1.343888], [4.815897, -2.537979, -1.044925], [6.820490, -1.923700, 0.256489], [1.557316, 0.743304, 1.378632], [-2.350943, -2.544456, -0.302143], [2.487485, 1.692994, -1.249687], [2.955203, 2.472380, 0.284548]],
  "forces_ev_per_angstrom": [[-0.0192, 0.0066, 0.0896], [0.0348, -0.0388, -0.0672], [0.0036, -0.0875, -0.0535], [0.1349, -0.0057, -0.5760], [0.0672, -0.3848, 0.1498], [-0.0782, -0.3143, -0.0136], [0.2890, 0.1686, 0.2509], [0.1225, -0.0600, 0.0414], [-0.0481, 0.1058, 0.0392], [0.1100, 0.0001, 0.0534], [0.0416, 0.0991, 0.0355], [-0.1039, 0.0357, -0.0838], [-0.4741, -0.0502, 0.4596], [-0.0161, 0.0058, -0.0865], [-0.0656, -0.0472, -0.0526], [0.0686, 0.4413, -0.4972], [0.0274, 0.0133, 0.0041], [-0.1124, -0.0481, -0.0804], [0.0306, 0.0519, -0.0061], [-0.0095, 0.1041, 0.0469], [-0.1765, 0.0405, 0.3546], [0.0705, 0.0140, 0.0475], [-0.0056, -0.0787, -0.0443], [0.0652, -0.0546, 0.0089], [-0.0682, -0.0269, -0.0657], [0.0499, 0.0965, -0.0028], [0.0456, 0.0821, 0.1680], [0.0163, -0.0686, -0.1198]],
  "lowdin_charge": [0.615, 0.611, 0.630, 0.060, -0.021, 0.089, 0.078, -0.088, -1.521, -0.094, -0.216, -0.050, -0.565, -0.129, -0.080, -0.568, -0.034, 0.114, 0.134, 0.107, 0.149, 0.101, 0.103, 0.100, 0.147, 0.076, 0.129, 0.121]
}


Repeat the third record exactly.
{
  "formula": "C3H9N3O2",
  "method": "ωB97M-V/def2-TZVPD",
  "homo_ev": [-9.15, -9.15],
  "relative_energy_kcal_mol": 147.1,
  "energy_ha": -434.29170,
  "gap_ev": [9.3304, 9.3310],
  "spin_multiplicity": 1,
  "species": ["O", "O", "N", "N", "N", "C", "C", "C", "H", "H", "H", "H", "H", "H", "H", "H", "H"],
  "positions_angstrom": [[-2.014505, -0.909145, 0.305990], [-1.944818, 0.066860, -1.612972], [-0.998252, 1.742423, 1.203363], [0.251879, 1.267184, -1.084045], [-1.558760, -0.153091, -0.504349], [0.969438, -1.594296, -0.221335], [0.607867, -0.520278, 0.686381], [-0.305221, 0.520973, -0.107985], [-0.151929, 2.330967, 1.362013], [1.940989, -2.046274, 0.124838], [1.306773, 1.201515, -1.064102], [0.216904, -2.310977, -0.320614], [-0.919258, 1.078409, 1.976620], [1.533432, 0.005375, 0.943384], [0.031442, -0.849453, 1.511869], [1.234564, -1.311820, -1.167961], [-0.200546, 1.481624, -2.031103]],
  "forces_ev_per_angstrom": [[-1.0563, -0.6532, 0.4542], [-1.1179, 0.0258, -1.1940], [1.8017, -2.3772, -1.8413], [2.4213, 0.5535, -2.4726], [1.2492, 0.3704, 0.4190], [2.4242, -2.1100, 1.4512], [-0.5910, 3.2927, -1.4995], [-0.5530, 1.8701, 4.1910], [-0.6004, -0.4362, -0.4982], [-1.1356, -0.1783, -0.0310], [-1.9711, 0.3177, -0.4841], [-1.0697, -1.4144, -0.0043], [-0.4329, 0.1989, 0.2464], [-0.4290, 0.2367, 0.5036], [-0.1376, -0.2025, 0.9457], [0.4247, 1.2766, -2.5948], [0.7734, -0.7707, 2.4086]],
  "lowdin_charge": [0.094, 0.100, 0.052, 0.089, -0.384, -0.113, -0.188, -0.390, 0.024, 0.111, 0.131, 0.067, -0.004, 0.121, 0.094, 0.048, 0.149]
}


Please write out number 1 again, unchanged.
{
  "formula": "C4H6",
  "method": "ωB97M-V/def2-TZVPD",
  "homo_ev": 2.60,
  "relative_energy_kcal_mol": 0.0,
  "energy_ha": -155.70505,
  "gap_ev": 4.9155,
  "spin_multiplicity": 1,
  "charge": -2,
  "species": ["C", "C", "C", "C", "H", "H", "H", "H", "H", "H"],
  "positions_angstrom": [[-0.188180, -0.762166, 0.879851], [-0.039995, 0.496535, 1.376711], [-1.432119, -1.537513, 0.673297], [-2.696328, -1.065843, 0.650184], [0.707495, -1.330002, 0.568316], [-3.542549, -1.739728, 0.496904], [-1.306184, -2.627994, 0.619659], [-3.868307, 0.572429, 2.883529], [-2.899727, 0.007511, 0.587325], [-1.040686, 0.889902, 1.678048]],
  "forces_ev_per_angstrom": [[0.1550, 0.3613, -0.0892], [-0.1078, -0.2485, -0.1131], [-0.6225, 0.1610, 0.3226], [0.5306, 0.0798, -1.0157], [-0.0342, -0.0213, 0.0297], [0.1681, 0.1502, 0.2903], [0.0122, 0.0429, 0.0045], [-0.3995, 0.1411, 0.1532], [-0.0015, -0.5047, 0.4960], [0.2996, -0.1619, -0.0782]],
  "lowdin_charge": [-0.465, -0.254, -0.315, -0.230, -0.013, -0.009, 0.040, -0.582, -0.052, -0.121]
}


Number 2 is which compound?
C6H11N